Record 1
51
Properties=species:S:1:pos:R:3 method="wB97M-V/def2-TZVPD" charge=0 e_above_lowest_kj_mol=0.00 smiles="O=CC/C=N/[C@H](C(=O)O)C(=O)CCO.CNC(=O)[C@H](CC(N)=O)NC(C)=O" e_homo_ev=-9.586 energy_ha=-1406.93672 lumo_energy_ev=0.23 orbital_gap_ev=9.816
O 1.3053 2.3843 0.3066
O -1.9573 1.2934 2.2737
O 2.4393 -4.5033 0.8265
O -5.1390 -1.5222 0.9241
O -1.0959 -2.7407 -0.3988
O 5.2465 0.1202 0.2763
O 4.6488 2.4256 2.6519
O 2.1096 1.8778 -1.7403
N 2.6858 -0.7438 -0.7388
N -3.5435 -0.6749 -0.4174
N -3.8301 1.8244 1.2941
N -0.3185 -1.4439 -1.9670
C 2.0735 1.6625 -0.5388
C 4.8219 2.4346 0.2444
C 2.0901 -4.1059 -0.2764
C -2.8047 0.9725 1.4485
C -4.6987 -1.3007 -0.1943
C -0.8495 -1.6119 -0.7793
C -1.1528 -0.3758 0.0504
C 4.3477 3.1881 1.4869
C -4.9887 1.8085 0.4030
C 2.8905 0.5118 0.0601
C 3.1031 -1.8788 -0.2305
C 4.3633 0.9701 0.1926
C -2.5806 -0.3402 0.6406
C -5.4860 -1.7153 -1.4146
C 2.9593 -3.1256 -1.0370
H -5.7197 -0.8392 -2.0150
H 3.9436 -3.5682 -1.2046
H -1.0071 0.5119 -0.5631
H -4.6794 1.6668 -0.6325
H 1.1568 -4.4538 -0.7087
H 4.4879 2.9549 -0.6561
H 3.2736 3.3809 1.4445
H -0.4270 -0.3402 0.8629
H -6.4089 -2.1955 -1.0914
H -5.6790 1.0178 0.7030
H -0.1333 -2.2784 -2.4907
H 0.0617 -0.5500 -2.2292
H 5.9157 2.4470 0.2351
H -2.6343 -1.1419 1.3814
H -3.7839 2.5950 1.9430
H -4.8963 -2.4226 -1.9944
H 4.3790 2.8947 3.4615
H 2.5152 0.3459 1.0738
H -3.2623 -0.5399 -1.3723
H -5.5141 2.7618 0.4767
H 2.5079 -2.9016 -2.0056
H 4.8540 4.1581 1.5367
H 0.8344 3.0229 -0.2495
H 3.5763 -1.9172 0.7480



Record 2
49
Properties=species:S:1:pos:R:3 method="wB97M-V/def2-TZVPD" charge=+3 e_above_lowest_kj_mol=292.04 e_homo_ev="-17.535 / -17.535" energy_ha=-2582.52867 lumo_energy_ev="-11.97 / -12.06" orbital_gap_ev="5.565 / 5.476"
Rh -0.0656 0.3816 -0.4113
S 0.8881 2.3795 0.9799
S -2.4284 -2.2114 0.2907
S -0.5466 2.1636 -2.1974
S -2.2405 1.4891 0.6681
O -1.7713 -1.1326 -0.5337
N 5.6038 -2.3759 -2.8146
N 3.7526 -1.3250 -2.0372
N 1.7428 -0.3418 -1.1529
N 3.5397 -3.2484 -3.3321
C -0.2782 -1.4821 1.8915
C 0.4282 -1.3686 3.0754
C -2.3319 2.5478 -1.9933
C 1.3150 3.4437 -0.4479
C -1.8349 3.1974 1.1991
C -0.4563 3.2815 1.8369
C -1.5216 -2.1007 1.8800
C -2.0802 -2.5958 3.0480
C 4.2875 -2.3235 -2.7379
C -1.3705 -2.4774 4.2373
C -0.1307 -1.8517 4.2523
C 0.2431 3.6790 -1.4965
C -3.0532 1.7045 -0.9539
C -1.7577 -3.7736 -0.3736
C 2.6731 -0.8906 -1.6255
H 6.1781 -1.6885 -2.3481
H -2.3981 -4.5817 -0.0266
H -2.4294 3.6198 -1.8223
H -1.7944 -2.8653 5.1524
H 3.9665 -3.9966 -3.8602
H -0.5406 4.3346 -1.1242
H 0.7111 4.1732 -2.3517
H 0.1765 -1.1180 0.9449
H -3.1531 0.6782 -1.3159
H -0.4700 2.8414 2.8346
H 0.3988 -1.7189 5.1850
H 6.0782 -3.0942 -3.3433
H 2.1909 2.9544 -0.8794
H 1.4086 -0.9137 3.0722
H 2.5346 -3.1942 -3.3362
H -0.7335 -3.9398 -0.0547
H -1.9457 3.8619 0.3471
H -2.5826 3.4805 1.9433
H 1.6334 4.4086 -0.0438
H -0.1411 4.3219 1.9327
H -2.7791 2.3348 -2.9682
H -3.0512 -3.0672 3.0436
H -4.0474 2.1206 -0.7737
H -1.8173 -3.7204 -1.4588



Record 3
48
Properties=species:S:1:pos:R:3 method="wB97M-V/def2-TZVPD" charge=0 e_above_lowest_kj_mol=107.90 smiles=COCCNc1nc2nonc2nc1N(C)CC[C@H]1CCCCO1 e_homo_ev=-8.436 energy_ha=-1140.13883 lumo_energy_ev=-0.08 orbital_gap_ev=8.355
O -0.5054 4.2849 -0.1250
O 1.3839 -0.5336 -0.6031
O -6.4258 0.2155 -0.3376
N -3.5144 -1.6092 -0.5422
N -3.2092 1.0153 0.5941
N -5.8040 -0.8971 -0.7679
N -1.3317 -2.0720 -0.0618
N -5.5974 1.0892 0.2666
N -0.9507 0.6611 0.6324
C 2.1579 0.6011 -0.9378
C -0.4635 -2.2149 1.0974
C 1.0079 -2.4744 0.7450
C -1.6242 -3.3251 -0.7321
C -2.3765 -1.1908 -0.0472
C 3.3409 -1.6570 0.3245
C 1.8795 -1.2354 0.5282
C -0.8699 2.9452 -0.3377
C 4.2085 -0.4512 -0.0261
C -4.4115 0.5324 0.2265
C -4.5459 -0.7486 -0.4314
C -0.7384 2.0606 0.9182
C 0.8771 4.5234 -0.0579
C 3.6088 0.2445 -1.2440
C -2.2034 0.1989 0.4123
H 3.3850 -2.3808 -0.4919
H 5.2308 -0.7708 -0.2314
H -1.9195 2.9682 -0.6376
H 3.7041 -2.1389 1.2328
H 1.4559 -3.0468 1.5583
H 3.6405 -0.4262 -2.1042
H 2.1325 1.3270 -0.1096
H -2.0489 -3.1079 -1.7087
H 1.3303 4.1051 0.8484
H 1.8208 -0.5734 1.4113
H -0.5473 -1.3321 1.7315
H 4.1611 1.1519 -1.4895
H 0.2591 2.1624 1.3525
H 1.3946 4.1130 -0.9348
H 1.6684 1.0372 -1.8117
H -0.8252 -3.0751 1.6794
H -0.7080 -3.8969 -0.8502
H -2.3541 -3.9163 -0.1712
H -1.4854 2.3773 1.6478
H 4.2340 0.2431 0.8177
H 0.9983 5.6048 -0.0423
H -0.2118 0.1783 0.1262
H 1.0637 -3.0761 -0.1617
H -0.2714 2.5102 -1.1545



Record 4
43
Properties=species:S:1:pos:R:3 method="wB97M-V/def2-TZVPD" charge=+1 e_above_lowest_kj_mol=149.95 smiles="C=CCOc1ccc(C[NH2+]C(C)(C)CO)cc1OC" e_homo_ev=-11.187 energy_ha=-866.16979 lumo_energy_ev=-2.63 orbital_gap_ev=8.555
O 3.2910 -1.0041 -1.4212
O -1.2062 1.5876 0.2466
O 0.8472 -0.5630 -2.8558
N -2.3222 -0.4391 1.3874
C -1.6490 -1.7640 1.1997
C -1.7373 0.5883 2.3353
C -1.1659 -0.0543 3.5865
C -0.3508 -1.1646 -0.8449
C 3.5290 -0.1493 -2.5336
C 0.8679 -1.8880 1.0878
C -2.8847 1.5357 2.6795
C 2.0609 -1.1756 -0.9024
C 2.5662 2.0660 -3.1545
C -0.3430 -1.6112 0.4758
C -0.6615 1.3396 1.5299
C -0.3643 -0.3488 -3.5401
C 0.8224 -0.9554 -1.5547
C 2.0454 -1.6671 0.4015
C 3.1141 1.2655 -2.2611
H -1.5058 -2.2363 2.1707
H 0.9026 -2.2802 2.0923
H -0.0787 -0.0621 -4.5502
H 2.3714 1.7374 -4.1612
H -0.9680 -1.2602 -3.5853
H 2.9981 -1.8691 0.8630
H 4.6175 -0.1937 -2.6534
H 0.2495 0.7354 1.4490
H -0.2928 -0.6596 3.3648
H -3.6855 1.0119 3.1971
H -2.2893 0.0602 0.4776
H -2.5305 2.3236 3.3376
H 3.3158 1.6039 -1.2522
H 2.3128 3.0870 -2.9258
H -0.4203 2.2757 2.0422
H -0.8580 0.7258 4.2768
H -3.2799 2.0054 1.7816
H -3.2984 -0.5934 1.6523
H -0.9457 0.4618 -3.0889
H -2.3343 -2.3809 0.6121
H -1.2979 -1.0049 -1.3374
H -0.5851 2.1091 -0.2704
H 3.0578 -0.5323 -3.4420
H -1.9146 -0.6625 4.0881



Record 5
77
Properties=species:S:1:pos:R:3 method="wB97M-V/def2-TZVPD" charge=+1 e_homo_ev=-11.658 energy_ha=-78711.27235 lumo_energy_ev=-2.74 orbital_gap_ev=8.920
Br -0.6467 -2.4892 -5.2615
Br 5.1245 1.5546 -3.7120
Br -3.7206 -2.2100 -4.4793
Br -5.1558 -6.2397 2.9891
Br 7.7095 -0.9086 3.9985
Br -6.5221 -0.8629 6.7153
Br -4.8279 0.0326 9.2554
Br -2.8514 -0.1403 5.4505
Br -0.6912 -6.4906 0.0606
Br 1.0601 2.3135 3.8259
Br -6.3143 2.2189 7.4769
Br 5.2374 3.1364 -7.2072
Br -2.7399 -4.6695 -6.2506
Br -4.2971 7.8645 -1.6502
Br 7.1346 0.2492 1.0854
Br 3.7487 0.6507 3.7644
Br 3.3606 -0.6193 -5.2227
Br 3.7917 3.7053 4.6960
Br -1.6148 6.1426 -1.5895
Br -2.8721 -6.3153 -2.2586
Br -2.6835 -5.4127 4.8235
Br -0.7018 -4.0034 -1.9423
Br 8.0778 2.3676 -5.9757
Br -2.8576 -4.3700 1.8257
Br -3.0504 6.7582 -4.3661
Br -3.5473 2.3897 3.6465
Br 5.4266 -2.1958 2.1923
Br 7.0093 5.3600 -5.7621
Br -4.8875 -0.4454 3.0119
Br 6.1952 -1.4285 -4.0094
P -1.8953 -1.5802 0.8967
Si 0.9947 0.4111 -0.4841
N -1.2608 2.0088 -0.5388
N -3.3055 3.1462 -0.5084
N -2.9953 0.9034 0.2691
N -1.9045 0.0738 0.3157
N -1.7426 -1.4782 2.4327
C -2.5823 2.0571 -0.2565
C 1.6489 -1.1559 0.3207
C -3.3006 6.4500 -2.4869
C 2.7857 2.0690 4.6457
C -1.0776 -5.8858 -1.7267
C 5.1457 -0.0267 -4.8054
C -2.4629 -2.8203 -5.8085
C 7.1421 -1.3148 2.2076
C 7.0229 3.7469 -6.8090
C 1.9065 1.8351 0.3092
C -0.8740 0.7897 -0.1731
C -3.3274 0.4690 3.7014
C -6.3538 0.4139 8.1457
C 1.3761 0.3828 -2.3201
C -3.2853 -5.8084 3.0425
H 2.9345 1.8312 -0.0542
H -4.2955 3.1402 -0.6648
H 7.8588 -2.0069 1.7906
H 2.7269 -1.1453 0.1599
H -2.6385 -2.2435 -6.7046
H -3.9372 0.6876 0.5836
H 5.6214 0.2398 -5.7399
H 1.2925 -2.0199 -0.2438
H 2.6191 1.7639 5.6683
H -0.4080 -6.4105 -2.3926
H -2.7434 -6.6806 2.7033
H 0.8440 -0.4066 -2.8463
H -7.2333 0.3196 8.7653
H -2.8019 4.0158 -0.6004
H 1.4673 2.7991 0.0674
H -0.8840 -2.3318 0.2900
H 1.9405 1.6422 1.3817
H -3.1425 -2.0749 0.4768
H -2.5053 0.2143 3.0474
H 1.4345 -1.2433 1.3827
H 1.1093 1.3521 -2.7341
H -3.8849 5.5468 -2.3890
H -0.9365 -1.9749 2.7889
H 2.4463 0.2061 -2.3756
H 7.4933 3.9802 -7.7528



Record 6
52
Properties=species:S:1:pos:R:3 method="wB97M-V/def2-TZVPD" charge=0 smiles="C[C@H](Cl)[C@@H](P)Cl.C[C@@H]1COC(=O)O1.C[C@@H]1COC(=O)O1.C[C@@H]1COC(=O)O1" e_homo_ev=-9.645 energy_ha=-2525.48282 lumo_energy_ev=0.42 orbital_gap_ev=10.064
Cl -2.0431 -1.5326 1.0663
Cl -4.2449 0.8711 -0.6799
P -5.6462 0.8476 1.9894
O 2.8941 -1.1051 -0.3466
O 2.2793 -2.1515 -2.2274
O 4.0524 -5.2299 -0.3627
O -4.0522 5.8245 -0.0082
O -5.5288 6.7563 -1.4069
O 6.2594 -4.7736 -0.3781
O 4.9036 -3.6524 0.9994
O 3.6320 -0.3508 -2.3387
O -5.2460 7.6177 0.6560
C 2.9978 -1.1267 -1.7017
C 1.9148 -3.0061 -1.1280
C -4.4281 -0.0848 0.8664
C 4.9832 -4.6155 0.0471
C -4.9710 6.8136 -0.1693
C -2.3611 1.1984 1.6620
C -2.9346 4.2086 -1.4462
C -3.0826 -0.1785 1.6505
C 1.8438 -2.0164 -0.0014
C 7.0071 -3.6704 0.1493
C 6.3819 -1.9353 1.8935
C -4.2263 4.9128 -1.1027
C 0.6213 -3.7375 -1.4014
C -4.7420 5.8367 -2.1710
C 6.2482 -3.3608 1.4096
H 0.9036 -1.4583 0.0261
H 8.0431 -3.9505 0.3316
H 6.9762 -2.8573 -0.5807
H -3.3599 -0.4074 2.6907
H 6.5069 -4.0565 2.2142
H 6.2532 -1.2264 1.0734
H -1.9091 1.3916 2.6493
H -4.8200 -1.0788 0.6011
H -4.9844 4.1801 -0.8062
H -5.3492 5.3292 -2.9189
H -2.2039 4.9024 -1.8667
H 0.4361 -4.4916 -0.6359
H -3.0714 2.0256 1.5033
H 0.6570 -4.2262 -2.3755
H 7.3615 -1.7708 2.3429
H 2.0212 -2.4676 0.9737
H 5.6131 -1.7083 2.6328
H -0.2266 -3.0484 -1.4218
H -6.5635 -0.1183 2.5016
H -1.5808 1.2098 0.8855
H -3.9487 6.3989 -2.6713
H 2.7246 -3.7223 -0.9825
H -6.3975 1.6018 1.0344
H -2.4842 3.7781 -0.5512
H -3.1095 3.4115 -2.1692



Record 7
47
Properties=species:S:1:pos:R:3 method="wB97M-V/def2-TZVPD" charge=+2 e_above_lowest_kj_mol=0.00 e_homo_ev=-15.045 energy_ha=-2080.54716 lumo_energy_ev=-8.63 orbital_gap_ev=6.418
I 1.7800 2.6079 -0.7327
In -0.2442 0.3929 -0.3470
Cl -2.5923 0.0960 -0.7395
P 0.5331 0.7434 -3.1093
O 2.5260 -1.1267 -2.0807
O 4.5468 0.3736 -0.8294
N -2.3863 0.1262 2.4357
C 0.0279 -0.2284 -4.5608
C 1.6892 -1.1777 3.9660
C 0.6539 -0.2378 3.9732
C 1.3030 -1.0330 -2.1012
C -2.5286 -0.9643 3.4541
C 0.3557 -2.1860 -1.9538
C 0.0603 0.1201 2.7404
C -1.1487 1.0248 2.7001
C -0.4047 2.2979 -3.5084
C 3.5922 0.0706 -0.2670
C 0.5430 -0.4430 1.5516
C 2.2131 1.2238 -3.6215
C 1.5796 -1.3614 1.5696
C 2.1615 -1.7346 2.7818
C -3.5938 0.9868 2.4014
H 0.2931 0.2007 4.9242
H 2.5659 2.0883 -3.0388
H -2.5023 -0.4997 4.4513
H 0.0975 0.4454 -5.4244
H -1.7297 -1.7109 3.3423
H -2.2652 -0.3119 1.4910
H 2.0330 -1.7749 0.6688
H 2.1351 -1.4759 4.9147
H -4.4646 0.3320 2.3963
H -1.0038 -0.5794 -4.4478
H 0.0540 3.1828 -3.0431
H -1.4469 2.2097 -3.1673
H -0.3812 2.3970 -4.6070
H 2.8796 0.3788 -3.4354
H -0.0399 -2.4110 -0.9485
H 2.1603 1.5041 -4.6766
H 0.9068 -3.0832 -2.2549
H -1.1364 1.8152 1.9136
H -3.5481 1.6050 1.5018
H -3.4984 -1.4477 3.2912
H 0.7076 -1.0768 -4.6959
H 2.9819 -2.4536 2.7704
H -3.5699 1.6071 3.3014
H -0.5128 -2.0329 -2.6102
H -1.3824 1.5207 3.6603



Record 8
51
Properties=species:S:1:pos:R:3 method="wB97M-V/def2-TZVPD" charge=+2 e_above_lowest_kj_mol=160.34 e_homo_ev=-14.398 energy_ha=-1683.72358 lumo_energy_ev=-7.74 orbital_gap_ev=6.661
Ir -1.4967 0.5888 -0.9309
S -1.1586 -1.6101 -1.4018
O -1.5410 2.8456 -1.3639
O 1.8902 2.3943 -1.8981
O 0.3474 0.9821 -1.1633
O -2.7677 0.9542 -2.8061
O -3.4021 2.4077 -4.3795
N -1.8460 0.7831 1.0504
N 1.0001 -1.8904 -2.9226
N 1.4288 -1.6645 -0.6665
N -2.2121 -0.4763 1.6243
C -0.1839 3.3305 -1.2219
C -1.9197 -0.5975 3.0906
C -2.2197 -2.0527 3.4190
C 5.6298 -1.7840 -0.6376
C 0.7847 2.2207 -1.4910
C 4.9353 -0.9261 0.2037
C -2.8235 2.0925 -3.2604
C 3.5477 -2.6329 -1.4992
C 0.6017 -1.7107 -1.6801
C 4.9368 -2.6455 -1.4728
C -0.4474 -0.2835 3.3300
C -2.8158 0.3363 3.9046
C 2.8692 -1.7380 -0.6851
C 3.5506 -0.9038 0.1841
C -2.2405 3.2729 -2.5361
H -0.1769 -0.5851 4.3410
H -3.7839 1.6287 -4.8193
H -0.0559 3.6413 -0.1837
H -3.8700 0.1317 3.7059
H 1.0104 -1.4100 0.2145
H 5.4732 -3.3474 -2.0967
H 0.1916 -0.8413 2.6399
H -3.2590 -2.3026 3.1932
H 6.7111 -1.7896 -0.6329
H -2.6140 1.3900 3.6863
H -1.5713 -2.7233 2.8541
H 0.3215 -1.9148 -3.6654
H -3.0539 3.9462 -2.2599
H 1.9831 -1.9251 -3.1572
H -2.6495 0.1921 4.9722
H 3.0026 -0.2211 0.8239
H 3.0206 -3.3688 -2.0937
H -1.0012 1.0860 1.5322
H -1.5823 3.8101 -3.2202
H 5.4726 -0.2685 0.8734
H -0.2168 0.7857 3.2643
H -3.1893 -0.6573 1.4243
H -2.5629 1.4988 1.2007
H -2.0600 -2.2285 4.4822
H 0.0128 4.1799 -1.8687



The following largest force on an atom values (in Eh/bohr) correspond, in order, to the records above: 0.0679; 0.0713; 0.0357; 0.0137; 0.0427; 0.0260; 0.1081; 0.0455.